(1)
{
  "formula": "C6H10O",
  "method": "ωB97M-V with the def2-TZVPD basis set",
  "homo_lumo_gap_ev": 10.0,
  "homo_ev": -9.226,
  "symbols": ["H", "C", "C", "H", "C", "H", "O", "H", "H", "H", "C", "C", "H", "H", "C", "H", "H"],
  "coordinates": [[-1.32836, 2.21508, 0.13451], [0.41105, 0.43182, 2.14520], [-0.49215, 2.07969, -0.57634], [-0.59340, 2.63481, -1.50138], [0.46346, 1.14105, -0.25056], [1.06523, 0.16588, -3.00722], [0.35357, -0.38300, -3.38448], [0.06667, -0.29245, 2.91621], [-1.17662, -1.21776, -0.32742], [0.83506, 1.35575, 2.47669], [-0.39117, -1.12547, 0.44843], [-0.11869, -2.33208, 1.06158], [0.60659, -2.36539, 1.80545], [1.24927, 0.79889, -0.97872], [0.23558, 0.15187, 0.86429], [-0.86223, -3.19369, 0.89099], [-0.32386, -0.06500, -2.71724]],
  "forces_ev_per_a": [[0.5673, -0.0442, -0.3906], [-0.4400, -0.9151, 0.9615], [0.9396, -1.8080, 1.3240], [0.5933, 0.0177, 0.0401], [-1.4782, 0.3254, -1.5081], [0.2698, -0.4873, -0.7386], [-0.7628, 1.3999, 1.9718], [0.3956, 0.6616, -0.6192], [0.5777, 0.8109, 0.3860], [0.2161, 0.3897, 0.0962], [0.0422, -3.0141, 0.8802], [-3.2071, 1.4616, -2.2067], [1.2023, -0.4282, 1.2079], [-0.6486, 0.8138, 0.7260], [-0.4421, 0.4951, -0.9908], [1.7126, 1.2415, 0.1496], [0.4625, -0.9204, -1.2893]]
}



(2)
{
  "formula": "C6H10O",
  "method": "ωB97M-V with the def2-TZVPD basis set",
  "homo_lumo_gap_ev": 10.1,
  "homo_ev": -9.215,
  "symbols": ["H", "C", "C", "H", "H", "C", "H", "H", "H", "H", "C", "C", "C", "H", "H", "O", "H"],
  "coordinates": [[-2.44861, 0.21199, -1.38939], [1.08471, -0.51428, 0.81608], [-0.59035, 0.69944, -0.50658], [-0.74897, 1.56597, 1.45356], [1.24837, -0.10225, -1.30839], [1.06297, -2.00311, 0.55422], [1.99079, -2.29978, 0.05005], [0.23200, -2.26154, -0.11120], [-2.19094, 1.80710, 0.43141], [0.97382, -2.54648, 1.49644], [-1.09830, 1.75897, 0.43290], [0.89055, 0.39026, -0.39785], [-1.37842, 0.02579, -1.34391], [1.46457, 1.30867, -0.23417], [-0.98271, -0.73156, -2.01793], [1.19882, -0.05236, 1.93145], [-0.70830, 2.74316, 0.14334]],
  "forces_ev_per_a": [[0.1594, 0.0078, 0.0178], [-0.0025, 0.0751, 0.2385], [-0.1421, -0.0903, -0.0788], [-0.0601, 0.0262, -0.1454], [-0.0758, 0.0385, 0.1531], [-0.0307, -0.0447, 0.0610], [-0.1135, 0.0803, 0.0569], [0.1200, 0.0584, 0.0912], [0.1614, -0.0142, -0.0168], [0.0281, 0.0737, -0.1291], [-0.0462, 0.0167, 0.0254], [0.0810, 0.0299, -0.0499], [0.0711, 0.0626, 0.0568], [-0.0968, -0.1193, -0.0073], [-0.0300, 0.1266, 0.1085], [0.0071, -0.1804, -0.4156], [-0.0305, -0.1470, 0.0338]]
}



(3)
{
  "formula": "C6H10O",
  "method": "ωB97M-V with the def2-TZVPD basis set",
  "homo_lumo_gap_ev": 9.3,
  "homo_ev": -8.570,
  "symbols": ["H", "H", "C", "H", "C", "H", "C", "O", "C", "H", "H", "H", "H", "H", "C", "C", "H"],
  "coordinates": [[1.94676, -0.77464, 1.74858], [-2.75837, -0.64219, 0.23989], [1.14300, 1.79982, -0.59730], [-2.72976, -0.40310, -1.51214], [-2.45847, 0.04385, -0.55378], [0.80832, 2.60189, -1.25449], [0.10935, 0.78115, -0.40764], [1.75916, -1.34631, -0.84015], [1.00025, -1.22631, 1.45479], [1.44783, 2.21600, 0.36475], [2.01395, 1.31407, -1.04201], [-3.01220, 0.98036, -0.44012], [0.96949, -2.27383, 1.75002], [0.18247, -0.70308, 1.94874], [-1.03123, 0.31837, -0.51109], [0.84261, -1.12894, -0.05467], [-0.23315, -1.55711, -0.29338]],
  "forces_ev_per_a": [[0.0796, -0.1084, 0.1999], [-0.0440, 0.0296, 0.0249], [0.6462, -0.4549, 0.2432], [-0.0756, -0.0140, 0.0597], [0.0347, -0.6425, -0.1951], [-0.1022, -0.0931, 0.0774], [-3.1042, 0.6644, -0.7095], [-0.3315, 1.1575, 0.2745], [0.1903, 1.3871, -0.0363], [0.0031, 0.0547, -0.0682], [0.1231, 0.0889, -0.0114], [0.1343, -0.0918, 0.0573], [0.0959, -0.0542, -0.2583], [0.0001, -0.0406, 0.0883], [2.0229, 2.5069, 0.3142], [-1.4026, -4.4992, -0.1901], [1.7301, 0.1095, 0.1296]]
}



(4)
{
  "formula": "C6H10O",
  "method": "ωB97M-V with the def2-TZVPD basis set",
  "homo_lumo_gap_ev": 10.2,
  "homo_ev": -9.175,
  "symbols": ["H", "C", "H", "C", "H", "C", "C", "C", "H", "C", "H", "H", "H", "H", "H", "H", "O"],
  "coordinates": [[1.89523, -1.30195, -0.26640], [-1.20619, 0.30365, -0.88021], [-2.03263, -0.17423, -1.42175], [-0.69724, -1.05063, 0.82586], [0.17543, -1.08991, -1.84241], [1.15599, -0.53336, 0.00814], [-0.10791, -0.74281, -0.82548], [-1.48233, 0.25788, 0.61704], [2.10034, 1.03470, 1.06762], [1.75841, 0.85038, 0.04788], [-1.02109, 1.08418, 1.16435], [2.60111, 0.93542, -0.63920], [-1.01982, 1.27915, -1.34180], [-1.20163, -1.74073, 1.53403], [-2.53928, 0.18817, 0.88502], [1.00670, 1.60493, -0.20949], [0.61490, -0.90485, 1.27679]],
  "forces_ev_per_a": [[-0.0893, 0.2648, 0.0772], [-0.0434, 0.1788, -0.0386], [0.1057, 0.2365, 0.0594], [-0.1463, -0.1028, -0.3021], [-0.6192, -0.9418, 0.7594], [0.2609, 0.2376, -0.0703], [-0.1462, -0.1398, 0.2951], [-0.0650, 0.1237, 0.1097], [0.1373, 0.0946, -0.1359], [0.0987, 0.1654, -0.0542], [-0.0655, -0.1051, 0.0789], [-0.0377, 0.1119, 0.0130], [0.1489, -0.0726, 0.0133], [0.0609, -0.3849, -1.1705], [0.1189, 0.0383, 0.0570], [0.1916, -0.0178, 0.0909], [0.0895, 0.3132, 0.2178]]
}



(5)
{
  "formula": "C6H10O",
  "method": "ωB97M-V with the def2-TZVPD basis set",
  "homo_lumo_gap_ev": 8.9,
  "homo_ev": -8.417,
  "symbols": ["C", "C", "H", "H", "H", "H", "H", "C", "H", "O", "C", "H", "H", "C", "H", "H", "C"],
  "coordinates": [[-0.25250, 1.06659, 0.18830], [-0.18842, 1.09729, -1.14076], [1.71193, -1.50063, 2.54434], [-0.52519, 1.62264, -6.72350], [0.36754, 0.35106, -6.57215], [1.07774, -0.44810, 0.89590], [-1.63679, -0.08316, 2.29422], [-0.64357, -0.46128, 2.08606], [-0.84520, 1.83414, -1.59295], [0.10849, 1.17333, -6.15276], [0.04144, -0.11739, 1.00146], [0.36926, 0.42765, -1.78144], [-0.41218, 2.01035, 0.70215], [-0.22696, -1.33836, 3.19514], [-0.91918, -1.47587, 4.01341], [1.28770, -2.68511, 3.85146], [1.01562, -1.77744, 3.33256]],
  "forces_ev_per_a": [[0.1011, -0.4712, -0.3425], [-0.6038, 0.5093, -0.0287], [0.1816, -0.0417, 0.1712], [0.1585, -0.3014, -0.0498], [-0.1477, 0.0021, -0.2381], [-0.2805, -0.5889, -0.1475], [-0.0970, 0.5290, -0.5031], [-0.6642, -0.1073, 1.0333], [0.9505, 0.5578, -0.4645], [-0.0107, 0.2973, 0.2953], [1.7127, 1.0074, 0.7885], [-0.5723, -0.6035, 0.0945], [-1.1519, -0.2362, 0.1310], [0.4611, 0.4957, 0.0168], [-0.4629, -0.4849, -0.2628], [0.0602, 0.4635, 0.9507], [0.3653, -1.0269, -1.4446]]
}



(6)
{
  "formula": "C6H10O",
  "method": "ωB97M-V with the def2-TZVPD basis set",
  "homo_lumo_gap_ev": 9.7,
  "homo_ev": -8.696,
  "symbols": ["H", "C", "O", "C", "C", "C", "H", "H", "H", "C", "H", "H", "H", "H", "H", "C", "H"],
  "coordinates": [[0.65525, -1.36890, 1.10078], [-2.25895, -0.20244, -1.35043], [-2.67710, -0.95325, -0.50368], [-0.81387, 0.32658, -1.45404], [-0.07105, -0.34789, -0.35164], [-0.37293, 0.38442, 1.11259], [-0.49042, 0.11661, -2.48527], [2.59328, -0.12941, 1.96822], [-0.10757, -1.41665, -0.60771], [0.85515, -0.34271, 0.81522], [-2.94455, 0.15856, -2.14369], [-0.16734, 1.45015, 1.33121], [2.84053, -0.55318, 0.25260], [2.43744, 1.12327, 0.69682], [-0.86237, 1.40256, -1.30370], [2.27083, 0.07347, 0.94516], [-1.23695, 0.06801, 1.67103]],
  "forces_ev_per_a": [[1.0126, -0.2334, 0.5085], [-0.0929, 0.0507, 0.0408], [0.2230, 0.3869, -0.4811], [0.0839, 0.4370, -0.0228], [-0.4989, 0.4226, 0.0973], [-0.2562, -0.4601, -0.2869], [0.1094, 0.0730, 0.1589], [0.2441, 0.1594, -0.0599], [-1.4166, 0.2058, 0.8283], [0.3429, -0.7013, 0.2670], [0.0672, 0.0466, -0.0279], [-0.4581, -0.2123, -1.4047], [0.2256, 0.1950, 0.1802], [-0.0120, -0.0266, 0.0517], [-0.0995, 0.2680, -0.3500], [0.2418, 0.0992, 0.0513], [0.2837, -0.7105, 0.4493]]
}



(7)
{
  "formula": "C6H10O",
  "method": "ωB97M-V with the def2-TZVPD basis set",
  "homo_lumo_gap_ev": 10.6,
  "homo_ev": -9.531,
  "symbols": ["H", "H", "C", "H", "H", "H", "C", "C", "H", "C", "O", "C", "H", "C", "H", "H", "H"],
  "coordinates": [[0.87712, -0.11960, 1.59341], [1.57103, -2.29584, 1.06080], [-0.74589, 1.51003, 0.45816], [-0.62670, 0.06937, -1.04137], [1.24156, -1.51267, -1.84443], [-2.82796, 1.71471, -0.18085], [-0.21243, 0.43301, -0.10278], [1.31453, -2.26195, -1.02908], [-0.14798, -2.14214, 0.50286], [-1.90816, 2.29076, -0.08724], [1.78913, -3.34148, -1.26963], [0.88859, -1.83215, 0.35612], [-1.68184, 2.71535, -1.06714], [0.94773, -0.30407, 0.51872], [-0.27532, 1.87785, 1.36328], [1.92244, 0.06962, 0.19750], [-2.12583, 3.12918, 0.57167]],
  "forces_ev_per_a": [[0.2359, 0.1510, -0.0158], [-0.1965, -0.3432, 0.1459], [-0.0176, -0.1867, -0.2547], [0.0326, -0.0880, 0.0044], [-0.1848, 0.0655, 0.0677], [0.0794, -0.1864, 0.0186], [0.1840, 0.0734, -0.0511], [0.3368, -0.2221, 0.1031], [0.0808, -0.3015, 0.2122], [0.0706, 0.3879, 0.0606], [-0.1037, -0.0010, -0.0382], [0.0731, 0.8285, -0.7143], [0.0025, -0.0601, -0.0248], [-0.3692, -0.2511, 0.5050], [-0.1179, 0.0272, 0.1639], [-0.0249, 0.0544, -0.1779], [-0.0812, 0.0523, -0.0045]]
}



(8)
{
  "formula": "C6H10O",
  "method": "ωB97M-V with the def2-TZVPD basis set",
  "homo_lumo_gap_ev": 9.6,
  "homo_ev": -8.666,
  "symbols": ["H", "C", "H", "H", "H", "H", "C", "C", "H", "C", "C", "O", "H", "H", "H", "H", "C"],
  "coordinates": [[-2.86139, 1.04065, 0.05931], [1.31083, -1.02490, -0.34331], [1.46861, -2.00310, -0.81494], [-2.67163, -0.38270, -1.01688], [-2.65334, -0.56854, 0.74073], [-0.88362, 1.15563, 1.97801], [-2.34160, 0.08613, -0.08761], [-0.01617, -0.48985, -0.81406], [-0.55378, 2.02391, 0.42781], [-0.84574, 0.16066, 0.00520], [2.60026, -0.25646, -0.43152], [2.71190, 0.93470, -0.61049], [-0.36743, -0.80492, -1.79427], [3.49439, -0.89363, -0.24260], [1.20958, -1.25283, 0.73087], [0.73980, 1.14494, 1.18822], [-0.34066, 1.13031, 1.02550]],
  "forces_ev_per_a": [[0.1950, -0.0781, -0.1159], [0.0419, 0.0203, -0.0479], [0.1104, 0.1087, 0.0636], [-0.0042, 0.0768, 0.0442], [-0.0638, 0.1248, -0.1883], [0.0377, 0.0149, -0.2577], [-0.0697, 0.0104, -0.1490], [-0.2072, -0.1416, 0.0888], [0.0569, 0.5269, 0.7002], [0.0514, -0.0681, -0.1313], [0.0510, 0.6397, -0.0991], [-0.0932, -0.7243, 0.0244], [-0.1256, -0.4493, 0.2877], [-0.0173, 0.1790, -0.0598], [0.1815, -0.0210, -0.1293], [-0.1693, -0.2591, -0.0280], [0.0244, 0.0401, -0.0027]]
}